1.
{"formula": "C9H14O", "method": "ωB97M-V with the def2-TZVPD basis set", "symbols": ["C", "C", "C", "C", "C", "C", "C", "O", "H", "H", "H", "H", "H", "H", "H", "H", "C", "C", "H", "H", "H", "H", "H", "H"], "xyz": [[-2.351113, 0.929025, -1.504867], [-2.559075, -1.084691, -0.017588], [-1.744604, -0.139083, -0.646916], [-1.955265, -2.145262, 0.609924], [-0.604955, -2.173023, 0.801728], [-0.377973, -0.159535, -0.455298], [0.224498, -1.110664, 0.391567], [0.118541, -3.165411, 1.442603], [-3.613007, -0.840297, -0.020118], [-2.541012, -2.994051, 0.960646], [-1.530149, 1.560957, -1.846316], [-3.026700, 1.632507, -1.027050], [0.346299, 0.521810, -0.926986], [-0.434891, -3.655486, 2.059313], [1.206659, -0.909784, 0.788101], [-2.734635, 0.481575, -2.432669], [2.621396, 2.078034, 0.807485], [2.748360, 1.197832, -0.440255], [3.461721, 2.106811, 1.519629], [2.692168, 3.109453, 0.451178], [1.730331, 1.956136, 1.427090], [3.457694, 1.769363, -1.037176], [1.778226, 0.840000, -0.786088], [3.087481, 0.193795, -0.117937]], "forces_ev_per_angstrom": [[1.0, 0.3, -0.9], [0.7, 1.3, -0.6], [-0.6, 0.4, 0.1], [-1.1, -1.2, 0.5], [2.9, 0.7, 0.5], [1.5, -0.8, 0.7], [-2.1, 0.5, -0.7], [-0.7, -0.1, 0.1], [-0.2, -0.8, -0.1], [0.0, 0.2, 0.1], [0.1, 0.1, -0.1], [-0.5, -0.4, 0.1], [-1.5, 0.0, 0.2], [-0.1, 0.0, -0.1], [0.3, -0.7, -0.2], [-0.5, 0.3, 0.4], [0.2, 1.1, 0.4], [0.3, -1.2, 2.3], [0.0, -0.8, -0.4], [-0.7, 0.2, 0.1], [-0.1, -0.1, -0.3], [-0.4, -0.9, -0.9], [0.6, 1.4, -0.8], [0.9, 0.5, -0.3]], "nbo_charge": [-0.630, -0.183, -0.054, -0.292, 0.293, -0.181, -0.252, -0.680, 0.217, 0.213, 0.212, 0.221, 0.197, 0.475, 0.225, 0.218, -0.618, -0.620, 0.206, 0.198, 0.207, 0.221, 0.204, 0.202], "smiles": "Cc1ccc(O)cc1.CC", "e_lumo_ev": 0.88, "e_tot_ev": -11606.2504, "total_charge": 0, "e_homo_ev": -8.47}

---

2.
{"formula": "C4H8NiO3", "method": "ωB97M-V with the def2-TZVPD basis set", "symbols": ["O", "C", "Ni", "O", "C", "H", "H", "C", "H", "H", "O", "C", "H", "H", "H", "H"], "xyz": [[1.589508, 0.612630, 1.547613], [0.729064, 0.293156, 0.672565], [0.251018, -0.857396, -1.855045], [0.978421, -0.086763, -0.453602], [1.188324, 1.325158, 2.772589], [1.542140, 0.679705, 3.583278], [1.732839, 2.274546, 2.730822], [-0.312146, 1.522916, 2.795328], [-0.413427, 2.428338, 2.170516], [-1.354159, 1.890754, 3.217032], [-0.058036, -1.803755, -3.221163], [-1.081386, -2.131596, -4.095116], [-1.902834, -2.681090, -3.593387], [-1.533240, -1.240473, -4.572875], [-0.713164, -2.781291, -4.911506], [-0.642923, 0.555162, 3.212951]], "forces_ev_per_angstrom": [[-0.1, 0.1, -0.4], [-0.6, 0.6, 0.9], [-0.8, -1.3, -2.1], [1.3, 0.7, 1.3], [0.2, 1.2, 2.6], [0.2, 0.3, -0.3], [0.1, -0.5, 0.0], [-0.9, 0.4, 0.5], [-1.0, -1.6, -2.2], [2.7, 0.9, 2.2], [0.2, 0.3, 0.5], [-1.1, -0.5, -1.2], [0.5, 0.2, 0.0], [0.3, -0.2, 0.3], [0.0, 0.3, 0.5], [-0.9, -0.8, -2.7]], "nbo_charge": [-0.449, 0.829, 1.324, -0.760, -0.052, 0.224, 0.225, -0.970, 0.332, 0.387, -0.750, -0.272, 0.197, 0.194, 0.205, 0.335], "s_squared": 3.7635, "multiplicity": 4, "e_lumo_ev": [-3.27, -5.74], "e_tot_ev": -51449.1610, "total_charge": 1, "e_homo_ev": [-13.07, -13.51]}

---

3.
{"formula": "C19H36AsCaO10S2Si", "method": "ωB97M-V with the def2-TZVPD basis set", "symbols": ["Ca", "O", "As", "O", "O", "C", "C", "C", "C", "C", "C", "S", "O", "O", "O", "H", "H", "H", "H", "H", "C", "C", "C", "C", "O", "Si", "S", "O", "C", "C", "C", "C", "O", "C", "C", "C", "C", "H", "H", "H", "H", "H", "H", "H", "H", "H", "H", "H", "H", "H", "H", "H", "H", "H", "H", "H", "H", "H", "H", "H", "H", "H", "H", "H", "C", "O", "H", "H", "H", "H"], "xyz": [[-0.561031, 0.460103, -1.184719], [0.937651, 3.642183, -2.676620], [-0.898793, 3.346624, -2.768980], [-0.535799, 1.715552, -3.841908], [-1.447125, 2.457604, -1.445611], [0.135667, 1.650796, -5.015720], [-0.272278, 2.372476, -6.122802], [0.489112, 2.351530, -7.240970], [1.634628, 1.546921, -7.305201], [2.080893, 0.803184, -6.202430], [1.293457, 0.885521, -5.035341], [1.614952, -0.046660, -3.511727], [0.412844, -0.863504, -3.335287], [2.852245, -0.711565, -3.765993], [1.551308, 0.978857, -2.334075], [1.374104, 2.751956, -2.622803], [-1.090617, 3.093574, -5.913497], [0.243491, 2.944117, -8.137247], [2.249748, 1.581066, -8.233624], [3.027995, 0.236584, -6.136666], [0.546144, -1.952674, 5.005638], [1.282919, -2.241248, 3.746447], [2.786588, -2.080574, 3.841413], [0.884612, -3.613368, 3.164070], [0.917708, -1.147692, 2.755309], [-0.271844, -0.516292, 1.892523], [-1.022762, -1.698487, 0.310631], [0.277292, 0.910341, 1.238319], [1.287378, 1.936058, 1.514115], [0.575406, 3.258278, 1.074462], [1.631510, 2.076045, 2.966064], [2.553711, 1.635954, 0.709556], [-1.584827, -0.227736, 2.800557], [-3.052770, -0.461319, 2.957533], [-3.620712, 0.062191, 1.685476], [-3.267912, -1.982081, 3.047503], [-3.424650, 0.249859, 4.243719], [0.560093, -2.816333, 5.642794], [-0.498078, -1.736616, 4.767306], [1.028695, -1.134784, 5.579631], [3.210179, -2.703897, 4.636655], [2.957109, -1.039523, 4.149721], [3.296760, -2.264552, 2.883008], [1.213005, -4.403785, 3.818314], [1.364412, -3.760940, 2.218208], [-0.197312, -3.705014, 3.064907], [-0.452887, 3.351397, 1.480388], [0.506805, 3.290054, -0.004136], [1.117780, 4.200899, 1.393909], [0.740087, 2.305635, 3.600141], [2.319921, 2.917133, 3.047881], [2.018002, 1.126695, 3.413295], [2.297693, 1.341946, -0.338041], [3.069895, 0.786601, 1.194627], [3.222222, 2.507692, 0.713484], [-3.340966, -0.532045, 0.822799], [-3.394077, 1.108484, 1.532630], [-4.714244, -0.041865, 1.679513], [-2.725978, -2.402416, 2.211064], [-4.316148, -2.263696, 2.942082], [-2.913881, -2.347398, 4.002705], [-3.014865, 1.265504, 4.239427], [-3.059462, -0.285660, 5.132996], [-4.516088, 0.272605, 4.222884], [-1.462388, -3.322324, -4.716873], [-0.426292, -2.567195, -5.240192], [-2.218549, -2.711196, -4.163412], [-1.111582, -4.074120, -4.018318], [-1.949673, -3.858074, -5.560146], [-0.200463, -1.907352, -4.471379]], "forces_ev_per_angstrom": [[0.9, -0.1, -0.6], [-1.2, -0.7, 0.3], [1.4, -0.4, -1.0], [-1.0, 0.6, 0.0], [0.4, 0.2, -0.3], [-0.2, 0.1, 1.6], [-1.1, 1.3, 1.3], [0.8, -0.2, -1.7], [1.2, -0.2, -0.5], [-0.5, 0.4, 0.8], [0.3, -0.5, 0.0], [-0.9, 3.0, 0.5], [-0.2, -0.6, 0.6], [0.4, -0.2, 0.6], [0.9, -2.2, -1.9], [-0.3, 0.6, 0.1], [0.4, -0.7, -0.7], [0.0, -0.2, 0.6], [-0.6, -0.2, 0.8], [-0.7, 0.3, -0.4], [0.0, 0.7, 0.7], [-0.4, 0.6, -2.5], [0.2, 0.4, 0.5], [-0.2, 0.9, 0.4], [1.3, -1.2, 1.5], [-1.6, -1.0, -1.1], [0.7, 0.0, 0.1], [0.5, 0.1, -0.2], [-1.1, 0.9, -0.4], [0.5, 0.6, 0.4], [-0.8, -0.9, 1.6], [-0.4, -0.6, -0.3], [-0.7, 0.3, 1.7], [2.7, -0.8, -0.3], [-2.0, 0.2, -0.3], [-0.1, 0.7, -0.1], [-0.3, 0.1, -0.5], [0.0, -0.6, 0.4], [0.2, 0.2, 0.1], [-0.5, -0.2, -0.4], [-0.1, -0.2, -0.2], [0.2, -0.2, -0.2], [-0.3, 0.0, 0.4], [0.2, -0.3, 0.5], [0.1, 0.0, -0.7], [0.0, 0.1, -0.2], [0.6, -0.4, -0.1], [-0.1, 0.1, -0.3], [-0.3, -1.2, -0.3], [0.4, 0.0, -0.6], [0.2, -0.2, 0.2], [0.2, 0.8, -0.5], [0.4, 0.4, 0.8], [-0.1, 0.3, -0.3], [-0.2, -0.2, -0.1], [0.6, 0.0, 0.1], [0.2, 0.3, -0.1], [-0.1, 0.2, 0.3], [0.2, -0.4, 0.0], [-0.1, 0.2, 0.1], [0.2, -0.2, 0.2], [-0.2, -0.1, 0.0], [-0.1, 0.1, -0.4], [-0.1, 0.2, 0.5], [-1.2, -0.4, -0.3], [0.7, 2.0, 1.7], [0.3, -0.3, -0.5], [0.2, -0.3, 0.3], [0.0, 0.3, 0.5], [0.1, -1.4, -2.0]], "nbo_charge": [1.816, -1.090, 1.667, -0.863, -1.325, 0.350, -0.281, -0.189, -0.262, -0.158, -0.394, 2.416, -1.051, -0.941, -1.109, 0.511, 0.218, 0.207, 0.205, 0.242, -0.637, 0.310, -0.621, -0.629, -0.991, 2.164, -1.132, -0.998, 0.280, -0.628, -0.643, -0.643, -1.007, 0.310, -0.649, -0.649, -0.617, 0.204, 0.238, 0.207, 0.201, 0.213, 0.226, 0.199, 0.228, 0.223, 0.219, 0.232, 0.197, 0.212, 0.213, 0.221, 0.252, 0.210, 0.210, 0.252, 0.218, 0.193, 0.256, 0.202, 0.196, 0.221, 0.207, 0.202, -0.235, -0.762, 0.147, 0.149, 0.155, 0.507], "e_lumo_ev": 2.47, "e_tot_ev": -149599.1955, "total_charge": -1, "e_homo_ev": -5.35}

---

4.
{"formula": "C4H9NO2", "method": "ωB97M-V with the def2-TZVPD basis set", "symbols": ["N", "C", "O", "C", "C", "C", "O", "H", "H", "H", "H", "H", "H", "H", "H", "H"], "xyz": [[1.289223, 3.087832, 0.210012], [0.749944, 1.872279, 0.073952], [0.910390, 1.196993, 1.223599], [-1.170972, -1.068584, 1.241218], [-0.315523, -1.497527, 0.315703], [-0.469665, -1.234489, -1.153724], [-0.515343, -2.484615, -1.818296], [1.717653, 3.398218, 1.079820], [1.241255, 3.736671, -0.560662], [-1.007706, -1.217125, 2.306379], [-2.062482, -0.515673, 0.953919], [0.459963, 0.343701, 1.097804], [0.584844, -2.036989, 0.606688], [-1.380358, -0.639119, -1.315521], [0.376484, -0.621881, -1.499308], [-0.407706, -2.319693, -2.761580]], "forces_ev_per_angstrom": [[-0.1, -0.4, 0.1], [0.1, 0.3, 0.1], [0.0, 0.4, -0.3], [0.0, 0.0, -0.1], [0.0, 0.1, 0.1], [-0.1, 0.4, 0.3], [0.0, -0.1, -0.3], [0.0, 0.0, -0.1], [0.0, -0.2, 0.2], [0.0, -0.1, -0.2], [0.1, -0.1, 0.0], [0.1, 0.1, 0.1], [-0.1, -0.1, 0.0], [0.1, -0.2, -0.1], [-0.1, -0.1, 0.1], [0.0, -0.1, 0.1]], "nbo_charge": [-0.821, 0.243, -0.732, -0.400, -0.200, -0.110, -0.717, 0.377, 0.398, 0.208, 0.203, 0.515, 0.208, 0.166, 0.190, 0.470], "e_lumo_ev": 0.97, "e_tot_ev": -9876.7694, "total_charge": 0, "e_homo_ev": -8.62}

---

5.
{"formula": "C2H3NOS3", "method": "ωB97M-V with the def2-TZVPD basis set", "symbols": ["C", "C", "H", "H", "H", "N", "O", "S", "S", "S"], "xyz": [[0.131522, 0.061606, -0.392762], [0.536767, -1.124206, 0.691196], [-1.879744, 2.654989, -0.811646], [-0.415332, 1.201225, 1.312636], [0.829569, -2.684089, -0.941713], [-0.253525, 1.200938, 0.232451], [0.355351, -0.966740, 1.920527], [-0.381638, 2.728415, -0.375366], [0.571664, -0.320835, -1.956937], [0.505366, -2.751302, 0.321613]], "forces_ev_per_angstrom": [[2.5, -1.6, 0.5], [-3.4, 2.4, 3.0], [3.1, 0.3, 0.8], [0.6, -0.9, -2.6], [0.2, 0.0, -1.1], [-0.3, -1.4, 2.9], [1.0, 1.3, -2.4], [-3.2, 0.8, -1.9], [-0.9, 1.2, 1.1], [0.5, -2.0, -0.3]], "nbo_charge": [0.031, 0.282, 0.127, 0.448, 0.139, -0.769, -0.572, 0.227, -0.059, 0.147], "smiles": "O=C(S)C(=S)NS", "e_lumo_ev": -1.00, "e_tot_ev": -38163.7865, "total_charge": 0, "e_homo_ev": -9.06}